Record 1
Density functional theory data (ωB97M-V with the def2-TZVPD basis set) for C14H12Br2N3O4Ru as an isolated structure.

As for the expectation value of S²: 0.9221. Its molar mass is 547.1 g/mol. The HOMO-LUMO gap (spin up / spin down) comes out at 5.81 / 5.79 eV. Its spin multiplicity is 2. The value obtained for the LUMO energy (spin up / spin down) is -1.9 / -2.0 eV.

Structure (XYZ):
```
36
Properties=species:S:1:pos:R:3:forces:R:3:nbo_charge:R:1
Ru -0.044100 -0.211000 0.154900 0.2 1.7 2.7 1.20
N -2.219400 0.170000 0.188500 0.2 -0.7 0.1 -0.78
C -2.381400 1.636800 0.167800 0.1 0.6 0.3 -0.32
C -1.090200 2.394300 0.553300 -1.5 0.4 0.0 0.65
O -1.141900 3.519800 1.007200 0.1 -0.3 -0.2 -0.56
N 0.025900 1.700700 0.255600 0.3 -0.6 -0.1 -0.53
C 1.288900 2.310500 0.551700 1.3 -0.3 0.0 -0.37
C 2.409700 1.211200 0.458200 -0.4 2.7 0.5 0.79
O 3.553200 1.553900 0.639300 0.3 -0.4 -0.1 -0.62
O 1.980800 0.050500 0.166200 -0.8 -2.4 -0.5 -0.72
H -2.824100 -0.259200 -0.514500 0.2 0.1 0.3 0.39
H -2.508500 -0.187300 1.104400 0.1 0.1 -0.4 0.41
H -3.169000 1.964000 0.851900 0.1 0.0 -0.2 0.22
H -2.633100 1.965100 -0.846000 0.0 -0.1 0.2 0.22
H 1.297900 2.764500 1.550900 0.0 -0.1 -0.2 0.24
H 1.536300 3.101000 -0.167600 -0.1 -0.1 0.1 0.23
C 0.106000 -2.473800 -1.983600 0.0 0.0 0.0 -0.66
C 0.045400 -3.129800 -0.637200 -0.3 2.8 1.2 0.23
C 0.090200 -4.475000 -0.421600 0.0 -2.0 1.9 -0.26
C 0.079100 -4.988900 0.896100 0.1 0.9 -1.8 -0.09
C 0.063800 -4.097100 1.972200 -0.1 0.0 0.9 -0.12
C 0.098900 -4.470300 3.341200 0.1 0.5 0.7 -0.11
Br 0.090500 -6.295800 3.811200 0.1 -0.3 0.0 0.06
C 0.134400 -3.534000 4.382600 0.0 -1.8 -1.2 -0.22
C 0.078600 -2.201400 4.084300 -0.1 1.8 -2.1 -0.20
Br 0.125800 -0.888600 5.424900 0.0 0.0 0.1 0.10
C -0.025400 -1.724900 2.722000 0.1 -1.5 2.1 0.41
O -0.161800 -0.482000 2.466900 -0.1 1.4 -2.9 -0.65
C 0.004400 -2.709000 1.689200 -0.2 0.0 -0.2 0.10
N -0.055000 -2.244500 0.408200 0.5 -2.2 -1.2 -0.46
H 0.170100 -3.213100 -2.778600 0.0 0.1 -0.1 0.24
H 0.992400 -1.826800 -2.037800 -0.1 -0.1 0.0 0.25
H -0.785900 -1.854000 -2.148900 0.1 -0.1 0.0 0.22
H 0.146900 -5.160900 -1.251500 0.0 0.0 -0.1 0.23
H 0.114500 -6.053000 1.059800 0.0 -0.1 0.1 0.24
H 0.205800 -3.874400 5.404600 0.0 0.0 0.0 0.25
```
Positions in Å, forces in eV/Å.

---

Record 2
Density functional theory data (ωB97M-V with the def2-TZVPD basis set) for C29H27Br4GaN5O2 as an isolated structure.

Its molar mass is 866.9 g/mol. The HOMO-LUMO gap comes out at 6.53 eV. The value obtained for the LUMO energy is -3.6 eV. As for the total charge: +1.

Structure (XYZ):
```
68
Properties=species:S:1:pos:R:3:forces:R:3:nbo_charge:R:1
Ga -0.357114 -0.171796 -0.066867 0.3 0.7 0.2 1.97
Br -3.022693 -5.116100 3.551583 0.0 0.0 0.0 0.13
C -2.469134 -3.427235 2.939211 0.0 0.1 0.0 -0.15
C -2.759630 -2.276946 3.672018 0.0 0.0 -0.1 -0.16
Br -3.698602 -2.381215 5.295532 0.0 0.0 0.0 0.13
C -2.353470 -1.027703 3.189507 0.0 0.0 0.0 -0.16
Br -2.680599 0.580246 4.116459 0.0 0.0 0.0 0.10
C -1.685730 -0.922456 1.981141 0.1 0.1 -0.2 0.20
O -1.300866 0.265965 1.459917 -0.1 -0.2 0.4 -0.91
C -1.374568 -2.089154 1.248561 0.0 -0.1 0.0 0.27
O -0.697337 -1.958798 0.088007 -0.1 -0.2 -0.1 -0.90
C -1.767901 -3.325753 1.734307 0.0 0.0 0.0 -0.18
Br -1.316641 -4.820546 0.687262 0.0 0.0 0.0 0.11
N -0.984826 0.225677 -2.029761 -0.1 -0.1 0.1 -0.89
C -2.001751 -0.637076 -2.603367 0.1 0.0 0.0 0.10
C -1.890041 -1.186401 -3.840934 0.1 -0.1 -0.1 -0.20
C -2.907498 -2.051322 -4.316220 0.1 0.0 0.0 -0.20
C -4.002927 -2.322100 -3.549664 0.0 0.0 0.0 -0.16
C -4.136277 -1.739982 -2.263118 -0.1 -0.1 0.0 -0.10
C -5.235777 -1.956872 -1.398126 0.0 0.0 -0.1 -0.11
C -5.264392 -1.335758 -0.184018 0.0 0.1 0.1 -0.25
C -4.193289 -0.487662 0.181775 -0.1 0.0 0.0 0.09
N -3.157175 -0.270570 -0.587417 -0.1 0.0 -0.1 -0.47
C -3.124461 -0.893501 -1.789256 0.0 0.1 0.0 0.20
H -0.192233 0.309423 -2.660547 0.0 0.0 0.0 0.43
H -1.358641 1.164208 -1.891514 -0.1 0.0 -0.1 0.42
H -1.020189 -0.982709 -4.457006 0.0 0.0 0.0 0.22
H -2.805744 -2.494161 -5.297713 0.0 0.0 0.0 0.23
H -4.786026 -2.974901 -3.917411 0.0 0.0 0.0 0.23
H -6.044055 -2.607173 -1.713235 0.0 0.0 0.0 0.23
H -6.088289 -1.478822 0.501950 0.0 0.0 0.0 0.24
H -4.200938 0.018529 1.142822 0.0 0.0 0.0 0.21
N 4.394473 1.097423 2.397457 0.0 -0.1 0.1 -0.84
C 3.467645 0.055536 2.859537 0.2 0.0 0.1 -0.24
C 2.801738 -0.617381 1.662442 -0.2 -0.2 0.0 -0.23
N 1.332467 -0.568463 1.689573 -0.1 -0.3 0.0 -0.85
H 4.817533 1.562679 3.188698 0.1 0.1 0.1 0.38
H 3.365236 2.152914 0.911429 0.5 -0.4 0.5 0.35
H 5.154923 0.682724 1.873756 0.1 -0.1 0.0 0.36
H 2.704002 0.536648 3.473843 0.0 0.0 0.0 0.19
H 3.946958 -0.697946 3.492725 0.0 0.0 0.0 0.19
H 3.099570 -1.664054 1.601509 0.0 0.0 -0.1 0.22
H 3.166345 -0.129808 0.756687 0.0 0.0 -0.1 0.18
H 1.020509 0.208961 2.265459 0.0 0.0 0.0 0.39
H 0.961431 -1.398545 2.138342 0.0 -0.1 0.1 0.40
C 2.065315 4.510890 2.055928 -0.3 0.0 0.2 -0.28
C 0.902108 3.679930 2.297192 0.1 0.2 0.1 -0.05
C 0.577449 2.598433 1.553259 0.1 0.0 -0.1 -0.34
C 1.407393 2.216206 0.441275 0.3 0.3 -0.1 0.42
C 2.753611 2.872168 0.361902 -0.5 0.5 -0.2 -0.60
C 2.928316 4.149549 1.108907 0.1 -0.3 -0.3 -0.06
N 1.049982 1.260999 -0.383145 0.0 0.1 -0.4 -0.70
C 1.817067 0.992142 -1.573075 -0.1 0.0 0.0 0.09
C 2.223803 -0.312500 -1.827519 0.0 0.0 0.0 -0.21
C 2.855411 -0.628734 -3.023748 0.0 0.0 0.0 -0.20
C 3.078040 0.356275 -3.974328 0.0 0.0 0.0 -0.20
C 2.647280 1.655895 -3.732643 0.0 0.0 0.0 -0.19
C 2.008282 1.972733 -2.543415 -0.1 0.1 0.0 -0.25
H 2.212578 5.411430 2.635970 -0.1 0.0 0.0 0.24
H 0.230405 3.955929 3.101585 0.0 0.0 0.0 0.23
H -0.336305 2.058072 1.753198 -0.1 0.0 0.0 0.28
H 3.201839 2.886228 -0.624247 -0.1 0.1 -0.1 0.26
H 3.812834 4.737598 0.899649 0.0 0.0 0.0 0.23
H 2.035112 -1.088829 -1.095122 0.0 -0.1 0.1 0.23
H 3.169734 -1.647568 -3.209221 0.0 0.0 0.0 0.24
H 3.572020 0.111821 -4.905204 0.0 0.0 0.0 0.23
H 2.794433 2.424725 -4.480822 0.0 0.0 0.0 0.23
H 1.639276 2.978584 -2.371712 0.0 0.0 0.0 0.23
```
Positions in Å, forces in eV/Å.

---

Record 3
Density functional theory data (ωB97M-V with the def2-TZVPD basis set) for a 2-piece molecular cluster, C5H16N2O overall.

Its molar mass is 120.2 g/mol. The HOMO-LUMO gap comes out at 9.72 eV. The value obtained for the LUMO energy is -8.4 eV. As for the total charge: +2.

Structure (XYZ):
```
24
Properties=species:S:1:pos:R:3:forces:R:3:nbo_charge:R:1
C 0.570233 2.549535 -1.075079 1.6 4.1 0.2 -0.72
C 0.380015 1.152093 -1.514076 1.0 -0.6 -1.9 0.00
C -0.496476 0.593224 -0.431464 0.0 -1.3 0.3 -0.47
C -0.204233 -0.903196 -0.115084 1.0 2.1 -2.2 -0.25
C -0.594272 -1.423289 2.228610 -1.7 -3.2 -1.6 0.16
N -1.043225 -1.383996 0.947365 2.8 -0.8 4.7 -0.45
N -0.202902 1.014108 -3.116543 -2.1 -1.8 2.9 -0.73
H 1.758660 2.852966 -0.941308 -3.3 -0.8 0.1 0.30
H 0.190424 3.328124 -1.744372 0.5 -0.2 -1.0 0.27
H -0.170659 2.919562 -0.259028 1.9 -1.1 -0.6 0.26
H 1.288217 0.658193 -1.956308 -0.2 0.2 2.3 0.24
H -1.465888 0.999276 -0.615570 -1.5 -0.7 -0.7 0.25
H -0.378649 1.155377 0.505063 0.9 -0.4 -0.2 0.26
H 0.869470 -0.678611 0.234105 -1.4 -1.8 -0.5 0.25
H -0.306569 -1.531496 -1.101303 0.4 0.8 2.3 0.25
H -0.947916 -2.218513 3.138447 0.3 2.7 -2.9 0.33
H 0.398793 -1.060049 2.383701 0.3 1.0 0.4 0.23
H -1.689089 -2.080457 0.698859 -1.8 -0.7 -0.3 0.45
H 0.371565 1.669542 -3.558934 0.7 1.4 -1.4 0.44
H -1.214527 1.254090 -3.112944 0.8 -0.1 -0.7 0.45
H -0.031930 0.042048 -3.497591 -0.4 1.4 0.4 0.45
H 0.441757 -2.843192 4.833697 0.0 0.5 -0.1 0.49
H 1.555943 -3.411329 4.063300 -0.3 0.9 -0.5 0.51
O 0.921267 -2.654018 4.006446 0.5 -1.6 0.9 -0.97
```
Positions in Å, forces in eV/Å.

---

Record 4
Density functional theory data (ωB97M-V with the def2-TZVPD basis set) for a 2-piece molecular cluster, C2H2 overall.

Its molar mass is 26.0 g/mol. The HOMO-LUMO gap (spin up / spin down) comes out at 7.04 / 6.97 eV. The value obtained for the LUMO energy (spin up / spin down) is -1.5 / -1.6 eV.

Structure (XYZ):
```
4
Properties=species:S:1:pos:R:3:forces:R:3:nbo_charge:R:1
C -0.983134 -0.221255 -0.949314 1.8 2.4 1.5 0.00
C 1.223657 0.244120 0.537457 -1.8 -3.0 -1.3 0.01
H -0.930891 -1.274405 -1.075517 0.4 -1.7 0.0 0.00
H 1.202850 1.292899 0.538437 -0.3 2.3 -0.2 -0.01
```
Positions in Å, forces in eV/Å.

---

Record 5
Density functional theory data (ωB97M-V with the def2-TZVPD basis set) for a 2-piece molecular cluster, C3H5BrN2O overall.

As for the expectation value of S²: 2.0125. Its molar mass is 165.0 g/mol. The HOMO-LUMO gap (spin up / spin down) comes out at 6.32 / 7.19 eV. Its spin multiplicity is 3. The value obtained for the LUMO energy (spin up / spin down) is 0.5 / -3.0 eV.

Structure (XYZ):
```
12
Properties=species:S:1:pos:R:3:forces:R:3:nbo_charge:R:1
C 1.506305 -2.589583 1.669578 0.0 0.0 -0.6 0.87
C -0.275036 1.881832 -1.219597 1.9 2.0 -2.9 -0.68
C -0.596224 0.526139 -0.810845 3.1 -0.8 -4.5 -0.12
N 0.605363 -2.935253 0.950594 3.8 -0.2 -0.6 -0.77
N -1.267489 0.207187 0.206619 -4.0 -0.4 2.4 -0.36
O 2.496825 -2.287550 2.187270 0.3 0.1 0.5 -0.50
Br -1.356025 1.362356 1.596280 0.4 0.3 2.5 0.26
H -0.413483 2.159346 -2.311100 0.0 -0.9 0.8 0.23
H -0.799620 2.668305 -0.776009 -1.2 0.9 1.2 0.22
H -0.409336 -0.317428 -1.482532 1.0 0.1 0.4 0.22
H 0.826988 2.239896 -1.082794 -1.3 -1.2 0.2 0.23
H -0.318269 -2.915246 1.072535 -4.2 0.1 0.6 0.40
```
Positions in Å, forces in eV/Å.

---

Record 6
Density functional theory data (ωB97M-V with the def2-TZVPD basis set) for C26H17BrCl2FeN2OS as an isolated structure.

As for the expectation value of S²: 8.7663. Its molar mass is 612.2 g/mol. The HOMO-LUMO gap (spin up / spin down) comes out at 7.47 / 6.01 eV. Its spin multiplicity is 6. The value obtained for the LUMO energy (spin up / spin down) is -3.0 / -4.4 eV. As for the total charge: +1.

Structure (XYZ):
```
51
Properties=species:S:1:pos:R:3:forces:R:3:nbo_charge:R:1
Fe -0.098700 -0.041000 -0.358800 -1.2 -0.7 1.6 1.40
C -1.348000 3.396800 2.408200 0.0 -0.1 -0.1 -0.17
C -1.886600 2.740300 3.500700 0.0 0.2 0.1 -0.21
C -1.941100 1.361800 3.533200 0.1 -0.3 -0.2 -0.18
C -1.447400 0.608300 2.463600 0.1 0.4 -0.2 -0.09
C -0.916500 1.283900 1.362900 0.1 -0.4 -0.6 -0.21
C -0.864400 2.658600 1.330800 0.1 0.2 -0.1 -0.28
C -1.425000 -0.853800 2.451200 0.1 -0.4 -0.2 0.21
C -2.092100 -1.661500 3.399800 0.0 -0.1 -0.1 -0.25
C -2.054500 -3.020600 3.269900 0.0 0.2 -0.1 -0.09
C -1.310000 -3.613300 2.229000 0.3 0.4 -0.2 -0.11
C -1.194900 -5.002900 2.029900 0.1 -0.1 -0.1 -0.16
C -0.408000 -5.498400 1.025600 -0.1 -0.1 0.2 -0.20
C 0.305000 -4.627500 0.183800 0.1 0.3 0.0 -0.17
C 0.204800 -3.272800 0.342900 0.0 0.0 0.0 -0.22
C -0.616700 -2.735300 1.354100 -0.1 -0.8 0.1 0.24
N -0.722600 -1.396800 1.469200 0.1 0.8 -0.6 -0.54
H -1.305400 4.475500 2.381300 0.0 0.1 0.0 0.23
H -2.259300 3.310200 4.339000 -0.1 0.0 0.0 0.23
H -2.364800 0.865600 4.392000 0.0 0.0 0.1 0.22
H -0.443500 3.191300 0.486800 0.0 0.0 -0.1 0.22
H -2.649300 -1.205900 4.201500 -0.1 0.0 0.0 0.23
H -2.590600 -3.651400 3.961300 -0.1 -0.1 0.1 0.23
H -1.732600 -5.668900 2.687900 0.0 -0.1 0.1 0.22
H -0.310700 -6.565200 0.886200 0.0 0.0 0.0 0.23
H 0.939100 -5.038600 -0.587200 0.0 0.0 -0.1 0.23
H 0.747800 -2.578200 -0.293400 0.0 -0.2 0.0 0.19
O 5.842900 -0.035800 2.347900 0.3 0.0 0.0 -0.62
C 4.576900 0.019200 1.953700 -0.8 0.0 -0.1 0.40
C 3.492800 0.063300 2.837700 0.1 0.0 -0.1 -0.32
C 2.211800 0.110500 2.330700 0.1 0.0 0.2 0.09
N 1.952700 0.109600 1.028900 -0.4 -0.1 -1.1 -0.58
C 2.987700 0.075300 0.201600 0.0 0.0 0.2 0.17
Br 2.436100 0.078400 -1.629200 0.1 0.0 0.1 0.14
C 4.308000 0.035300 0.575800 0.1 0.0 0.0 -0.32
H 5.923900 -0.051500 3.311700 -0.1 0.0 -0.1 0.50
H 3.652900 0.059500 3.903900 0.0 0.0 0.1 0.24
H 1.344800 0.153800 2.970800 -0.1 0.0 0.2 0.23
H 5.111400 0.016500 -0.142200 0.1 0.0 -0.1 0.26
Cl -1.233400 1.621700 -1.819400 0.2 0.9 0.3 0.04
C -1.966400 0.837800 -3.166700 -0.4 -1.0 -0.8 0.02
C -2.423700 1.591600 -4.228500 0.0 0.2 0.0 -0.24
C -2.992200 0.949300 -5.319100 0.1 0.0 0.2 -0.20
C -3.075100 -0.434200 -5.348600 0.1 0.0 0.1 -0.20
C -2.617200 -1.183800 -4.278100 0.1 0.6 0.3 -0.04
Cl -2.695800 -2.894300 -4.335500 -0.1 -0.3 -0.1 0.05
C -2.070500 -0.560200 -3.140400 0.1 0.4 0.0 -0.27
S -1.572100 -1.477400 -1.761600 1.0 0.1 1.1 -0.26
H -2.331700 2.665600 -4.196300 0.0 0.1 -0.1 0.23
H -3.354800 1.533100 -6.150200 0.0 0.0 -0.1 0.23
H -3.485000 -0.945500 -6.204500 -0.1 0.0 -0.1 0.24
```
Positions in Å, forces in eV/Å.

---

- Number 4 is which compound?
  C2H2